54
Properties=species:S:1:pos:R:3:forces:R:3 method="wB97M-V/def2-TZVPD" energy_ev=-35314.11526 smiles="COC(=O)c1c(NC(=O)CN2CCC(C(N)=O)CC2)c2c(C)cccc2n1C" e_above_lowest_kcal_mol=27.0 lumo_ha=0.01309 homo_ev=-8.027 charge=0 gap_ev=8.384
H -4.389 1.232 1.083 0.09 -0.09 0.10
N -2.170 2.678 -1.064 0.15 0.03 0.01
H 4.740 -1.262 0.959 -0.03 -0.11 0.02
H -1.465 -0.696 3.291 -0.09 0.00 -0.03
H -1.591 2.326 1.640 -0.10 0.08 0.04
H -1.826 0.045 -0.048 -0.05 -0.10 -0.03
N 0.483 0.545 -1.318 0.09 -0.14 -0.30
H -3.763 3.550 -0.112 0.00 0.07 0.05
H -2.441 0.990 -2.239 -0.07 -0.02 -0.05
C -2.835 0.437 -0.175 -0.06 0.20 -0.16
H 1.333 -5.747 -1.254 0.03 -0.09 0.02
C -0.875 -1.944 -2.760 0.02 -0.05 0.05
C 1.282 -4.670 -1.210 0.19 0.00 0.15
C 2.175 -3.981 -0.425 0.08 -0.20 0.03
C -3.023 0.144 2.299 -0.20 0.24 -0.32
C 1.077 -1.913 -1.148 0.27 -0.22 0.21
C 3.928 -1.965 1.145 0.33 -0.13 0.35
H -0.491 2.598 -2.257 0.10 0.01 0.07
C -2.639 2.452 1.373 -0.10 0.14 -0.16
H -1.532 -2.672 -3.231 -0.05 0.00 -0.06
H 2.923 -4.506 0.149 0.06 -0.06 0.05
H 4.701 2.390 1.600 -0.06 -0.02 0.09
C -3.304 1.090 1.134 0.10 -0.07 0.11
O -3.902 -0.364 2.963 -0.38 -0.15 0.22
H -2.189 4.262 0.276 -0.07 0.03 -0.01
C 2.887 0.852 0.475 0.28 0.45 -0.08
H -0.977 0.366 2.015 0.00 0.00 -0.05
H 3.112 2.698 2.328 0.08 -0.05 0.02
C -2.866 1.439 -1.337 -0.05 -0.22 0.00
H -3.907 1.703 -1.553 0.00 -0.08 -0.07
H 4.324 1.727 3.223 -0.02 0.00 -0.05
H -0.332 3.577 -0.789 0.07 -0.08 -0.06
C 3.923 1.973 2.243 0.14 0.47 0.01
O 2.867 1.876 -0.164 0.05 -0.23 0.20
H -0.378 -4.596 -2.556 -0.10 -0.03 -0.08
C -0.726 2.639 -1.186 -0.14 0.13 -0.11
C 2.335 -0.419 -0.010 -0.58 -0.01 -0.63
H -3.488 -0.408 -0.406 0.04 -0.06 0.00
O 0.195 1.452 0.727 0.03 0.14 0.17
C 1.271 -0.529 -0.885 0.61 0.03 0.57
H 0.273 0.603 -2.302 0.02 0.16 0.15
C -2.717 3.319 0.115 0.07 0.03 0.31
H -1.477 -1.291 -2.131 -0.10 0.09 -0.01
H -3.141 2.957 2.201 -0.01 0.01 0.06
H 4.282 -2.973 0.940 -0.01 0.05 -0.02
O 3.432 0.757 1.699 -0.25 -0.44 -0.08
H 3.642 -1.892 2.197 0.07 -0.03 -0.06
C 0.175 -2.637 -1.947 0.05 -0.18 0.07
C 0.301 -4.008 -1.956 -0.15 0.15 -0.11
H -0.416 -1.343 -3.545 -0.04 0.08 -0.10
N 2.812 -1.673 0.289 -0.12 0.24 -0.06
C 0.028 1.508 -0.479 -0.23 0.11 -0.26
C 2.072 -2.591 -0.395 -0.47 0.05 -0.40
N -1.715 -0.106 2.515 0.52 -0.13 0.21